# 1
The following is a DFT calculation (ωB97M-V with the def2-TZVPD basis set) of a structure of composition C11H21AsF12N3O9S2Tl.

```
60
C11H21AsF12N3O9S2Tl | OMol25 | ωB97M-V with the def2-TZVPD basis set
Tl 0.095 -0.115 -0.119
As 0.857 3.466 0.620
F 1.328 2.395 -0.695
F 0.679 4.801 -0.458
F 0.328 4.389 2.001
F 0.951 2.037 1.675
F 2.502 3.906 0.932
F -0.800 2.933 0.281
C 2.322 1.788 -3.864
F 1.659 2.347 -4.868
F 3.473 1.319 -4.283
F 2.469 2.699 -2.922
S 1.237 0.377 -3.155
O 1.081 -0.561 -4.229
O 1.988 -0.118 -1.982
O 0.009 0.990 -2.667
C -2.167 -4.513 1.638
F -3.186 -5.252 2.059
F -1.237 -4.439 2.574
F -1.682 -5.087 0.533
S -2.760 -2.784 1.212
O -3.758 -2.928 0.170
O -3.301 -2.283 2.467
O -1.559 -2.117 0.718
C -2.134 2.558 3.382
C -2.257 1.129 2.892
O -1.379 0.649 2.164
N -3.285 0.367 3.277
C -4.452 0.803 3.980
H -1.714 2.571 4.386
H -3.069 3.113 3.310
H -1.450 3.051 2.697
H -3.310 -0.588 2.909
H -4.275 1.670 4.609
H -4.818 0.016 4.646
H -5.321 0.954 3.330
C -1.702 -3.803 -2.393
C -1.600 -2.394 -2.905
O -1.057 -1.504 -2.230
N -2.124 -2.125 -4.088
C -2.199 -0.845 -4.774
H -0.832 -4.084 -1.800
H -1.734 -4.537 -3.198
H -2.545 -3.884 -1.705
H -2.460 -2.923 -4.602
H -1.837 -0.979 -5.788
H -1.755 -0.027 -4.218
H -3.265 -0.594 -4.808
C 4.577 1.621 -0.043
C 3.996 0.449 0.714
O 2.855 0.064 0.473
N 4.763 -0.170 1.627
C 6.040 0.304 2.140
H 3.967 1.912 -0.891
H 5.569 1.359 -0.423
H 4.729 2.470 0.625
H 4.314 -0.936 2.103
H 6.827 -0.234 1.605
H 6.183 -0.058 3.161
H 6.227 1.371 2.198
```

## Properties
HOMO level = -9.89 eV
Kohn-Sham gap = 3.644 eV

# 2
The following is a DFT calculation (ωB97M-V with the def2-TZVPD basis set) of a structure of composition C30H48P2SmTe.

```
82
C30H48P2SmTe | OMol25 | ωB97M-V with the def2-TZVPD basis set
Sm -0.991 1.482 0.910
C 0.393 0.917 2.932
C 1.183 1.323 1.780
C -0.208 3.086 2.401
C -0.476 1.994 3.283
C 0.859 2.700 1.499
C 0.758 -0.234 3.815
H 1.850 -0.282 4.001
H 0.424 -1.172 3.364
H 0.288 -0.149 4.799
C -1.476 1.962 4.389
H -1.113 1.338 5.213
H -2.442 1.561 4.052
H -1.650 2.960 4.801
C -0.887 4.405 2.363
H -1.523 4.536 3.242
H -1.503 4.545 1.450
H -0.078 5.156 2.396
C 1.489 3.498 0.415
H 1.320 4.565 0.623
H 1.062 3.287 -0.591
H 2.575 3.269 0.423
C 2.440 0.657 1.307
H 3.294 1.347 1.399
H 2.359 0.374 0.247
H 2.670 -0.237 1.905
C 0.396 -3.314 0.347
C 1.626 -3.630 0.820
C 2.884 -2.992 0.301
C 3.224 -3.290 -1.179
C 3.124 -2.079 -2.051
C 2.134 -1.177 -2.070
C 0.871 -1.264 -1.232
C 0.257 -2.688 -1.023
H 3.682 -3.413 0.924
H 2.607 -4.141 -1.526
H 2.945 -1.911 0.519
H 0.669 -3.410 -1.747
H -0.522 -3.347 0.940
H 1.740 -4.323 1.636
H -0.824 -2.608 -1.225
H 1.097 -0.831 -0.242
H 2.287 -0.256 -2.633
H 0.070 -0.643 -1.724
H 4.285 -3.600 -1.181
H 3.966 -1.953 -2.745
P -0.702 -0.702 -3.899
P -0.751 2.400 -3.605
C -0.984 0.223 -5.479
C -1.481 1.625 -5.179
H -1.696 -0.357 -6.088
H -0.020 0.259 -6.012
H -1.263 2.270 -6.045
H -2.568 1.628 -5.018
C -1.327 4.050 -4.238
H -0.869 4.870 -3.676
H -2.415 4.100 -4.117
H -1.082 4.176 -5.305
C 0.952 2.562 -4.344
H 0.879 2.685 -5.436
H 1.564 1.682 -4.110
H 1.428 3.452 -3.912
C -2.308 -1.587 -3.782
H -2.560 -1.697 -2.718
H -2.264 -2.573 -4.263
H -3.095 -0.984 -4.253
C 0.378 -1.923 -4.757
H 0.025 -2.163 -5.769
H 0.393 -2.832 -4.151
H 1.407 -1.553 -4.805
Te -2.704 -1.160 1.943
C -2.562 -1.552 4.010
C -3.239 -0.775 4.975
C -2.926 -0.939 6.332
C -2.130 -2.002 6.761
C -1.596 -2.882 5.814
C -1.834 -2.694 4.438
H -3.970 -0.049 4.635
H -3.333 -0.248 7.065
H -1.965 -2.179 7.831
H -1.016 -3.744 6.143
H -1.502 -3.409 3.686
```

## Properties
HOMO level (spin up / spin down) = -9.90 / -9.93 eV
total charge = +1
⟨S²⟩ = 8.790
spin multiplicity = 6
Kohn-Sham gap (spin up / spin down) = 5.504 / 6.280 eV

# 3
The following is a DFT calculation (ωB97M-V with the def2-TZVPD basis set) of a cluster of 2 separate species, C2H10N2S2 in total.

```
16
C2H10N2S2 | OMol25 | ωB97M-V with the def2-TZVPD basis set
C -1.027 -1.971 1.555
N -0.776 -1.328 0.208
C -1.743 -1.540 -0.829
N -1.931 -2.925 -1.299
H -0.151 -1.813 2.241
H -1.941 -1.565 1.990
H -1.200 -3.019 1.396
H -0.607 -0.311 0.411
H -1.444 -0.948 -1.691
H -2.692 -1.159 -0.566
H -1.022 -3.302 -1.665
H -2.269 -3.518 -0.504
S 1.637 1.632 -0.900
S 1.198 2.356 0.986
H 0.364 1.510 -1.331
H 1.164 1.149 1.617
```

## Properties
SMILES string = CNCN.SS
HOMO level = -8.87 eV
Kohn-Sham gap = 9.144 eV

# 4
The following is a DFT calculation (ωB97M-V with the def2-TZVPD basis set) of a structure of composition C28H42O2P.

```
73
C28H42O2P | OMol25 | ωB97M-V with the def2-TZVPD basis set
C -0.104 0.835 5.999
C -0.522 0.385 4.614
C 0.021 1.261 3.523
C -0.599 1.144 2.093
P -0.126 -0.147 0.744
C -1.167 -1.643 0.088
C -1.959 -2.652 0.944
C -1.216 -3.685 1.805
C -2.081 -4.875 2.156
C 1.698 -0.515 1.325
C 2.153 -1.895 1.685
C 3.670 -2.091 1.645
C 4.375 -1.677 0.361
H -0.576 0.260 6.793
H 0.966 0.724 6.127
H -0.329 1.880 6.217
H -0.229 -0.654 4.470
H -1.604 0.405 4.558
H -0.173 2.304 3.804
H 1.108 1.208 3.538
H -1.684 1.050 2.253
H -0.340 2.131 1.637
H -1.877 -1.141 -0.618
H -0.474 -2.265 -0.503
H -2.747 -2.194 1.557
H -2.554 -3.243 0.225
H -0.359 -4.030 1.233
H -0.825 -3.196 2.711
H -1.527 -5.632 2.687
H -2.898 -4.563 2.796
H -2.528 -5.366 1.287
H 2.312 -0.169 0.503
H 1.868 0.097 2.200
H 1.835 -2.206 2.675
H 1.701 -2.668 1.067
H 4.115 -1.515 2.455
H 3.935 -3.135 1.850
H 5.452 -1.874 0.401
H 4.000 -2.223 -0.501
H 4.282 -0.615 0.151
C -4.390 5.523 -2.532
O -4.548 4.431 -1.625
C -3.436 3.722 -1.309
C -3.656 2.580 -0.518
C -2.626 1.685 -0.370
C -1.344 1.854 -0.940
C -0.304 0.770 -0.866
C 0.246 0.461 -2.239
C 1.343 -0.411 -2.260
C 2.056 -0.653 -3.425
C 1.611 0.001 -4.600
O 2.365 -0.208 -5.712
C 3.514 -1.042 -5.288
C 3.283 -1.408 -3.786
C 0.488 0.813 -4.643
C -0.238 1.038 -3.466
C -1.132 3.086 -1.593
C -2.134 4.023 -1.783
H -5.402 5.923 -2.654
H -3.734 6.300 -2.118
H -3.991 5.180 -3.501
H -4.677 2.433 -0.134
H -2.786 0.793 0.215
H 0.621 1.030 -0.156
H 1.592 -0.924 -1.347
H 3.520 -1.926 -5.964
H 4.421 -0.445 -5.461
H 4.173 -1.136 -3.215
H 3.155 -2.485 -3.739
H 0.213 1.203 -5.631
H -1.128 1.633 -3.568
H -0.144 3.374 -1.998
H -1.926 4.966 -2.330
```

## Properties
HOMO level = -10.41 eV
total charge = +1
Kohn-Sham gap = 8.112 eV

# 5
The following is a DFT calculation (ωB97M-V with the def2-TZVPD basis set) of a cluster of 2 separate species, C5H13NO in total.

```
20
C5H13NO | OMol25 | ωB97M-V with the def2-TZVPD basis set
H 1.057 0.731 -2.152
N 1.630 0.204 -1.492
C 1.211 0.246 -0.290
C -0.003 1.275 0.189
C -0.255 1.327 1.694
C -1.282 1.324 -0.635
H 1.764 -0.201 0.542
H 0.518 2.214 -0.040
H -0.771 2.250 1.975
H 0.684 1.303 2.255
H -0.873 0.487 2.024
H -1.937 0.491 -0.361
H -1.062 1.241 -1.704
H -1.841 2.244 -0.438
C 0.346 -2.881 -0.296
O -0.212 -1.759 0.351
H -0.449 -3.555 -0.632
H 0.956 -2.609 -1.165
H 0.953 -3.414 0.442
H -0.434 -0.917 -0.268
```

## Properties
SMILES string = [H]/N=C\C(C)C.CO
HOMO level = -9.66 eV
Kohn-Sham gap = 10.582 eV

# 6
The following is a DFT calculation (ωB97M-V with the def2-TZVPD basis set) of the molecule C2HI.

```
4
C2HI | OMol25 | ωB97M-V with the def2-TZVPD basis set
C 0.016 -0.105 0.690
C 0.920 0.842 1.117
I 2.114 1.728 2.606
H -0.910 -0.348 0.277
```

## Properties
SMILES string = C#CI
HOMO level = -9.47 eV
Kohn-Sham gap = 8.931 eV

For each record above, in turn, the calculated calculated total energy values are -154457.3856, -75653.8851, -26886.0939, -43092.2819, -8931.6593, -10186.8901 eV.